Molecular formula: C28H34AsF3N2O2PtSb
Method: DFT, ωB97M-V with the def2-TZVPD basis set

* E_LUMO: -3.2 eV
* highest occupied orbital energy: -11.056 eV
* F_max: 0.01239 Eh/bohr
* charge: +1
* DFT total energy: -4241.97644 Ha
* orbital gap: 7.90 eV

Structure (XYZ):
```
72
C28H34AsF3N2O2PtSb, DFT ωB97M-V with the def2-TZVPD basis set
Pt -1.1241 0.2584 -0.9696
C -4.9859 1.2656 -2.5809
C -3.7819 0.7006 -1.9023
N -2.5563 0.9863 -2.2370
O -2.2751 1.9849 -3.1539
C -3.9315 -0.2328 -0.7958
C -5.1879 -0.9127 -0.3760
N -2.8092 -0.4987 -0.1390
O -2.7973 -1.3487 0.7835
H -4.7669 1.8523 -3.4702
H -5.5637 1.8741 -1.8841
H -5.6257 0.4421 -2.8983
H -3.0532 2.5559 -3.2092
H -6.0228 -0.6531 -1.0219
H -5.4455 -0.6497 0.6522
H -5.0487 -1.9951 -0.3907
C 2.1794 3.0785 -1.6220
C 1.7076 2.2689 -2.8187
As 0.7988 0.5997 -2.4185
C 0.1887 0.0363 -4.1844
C 1.2197 0.0762 -5.3056
C 2.1729 -0.7183 -1.9651
C 3.5956 -0.4141 -2.4179
H 2.6620 3.9950 -1.9628
H 2.9090 2.5330 -1.0251
H 1.3557 3.3554 -0.9640
H 2.5380 2.0010 -3.4727
H 0.9934 2.8302 -3.4242
H -0.6683 0.6684 -4.4106
H -0.1946 -0.9761 -4.0386
H 1.5858 1.0867 -5.4879
H 0.7672 -0.2745 -6.2336
H 2.0773 -0.5656 -5.1049
H 1.8038 -1.6577 -2.3827
H 2.1370 -0.8468 -0.8857
H 3.6874 -0.3625 -3.5017
H 4.2715 -1.1965 -2.0699
H 3.9574 0.5324 -2.0108
F 5.3239 2.5606 2.9369
C 4.2010 1.9424 2.5552
C 3.0205 2.2440 3.2050
C 1.8597 1.5990 2.8058
C 1.8813 0.6731 1.7655
C 3.0948 0.3958 1.1352
C 4.2673 1.0222 1.5261
Sb 0.1088 -0.3403 1.2158
C 0.5448 -2.3739 1.5634
C 1.8517 -2.8447 1.6541
C 2.1029 -4.1949 1.8465
C 1.0257 -5.0534 1.9491
F 1.2600 -6.3580 2.1340
C -0.2840 -4.6174 1.8748
C -0.5210 -3.2667 1.6750
C -1.1042 0.1795 2.8435
C -2.0058 1.2346 2.7566
C -2.7666 1.6018 3.8544
C -2.6057 0.8908 5.0291
F -3.3423 1.2356 6.0924
C -1.7166 -0.1594 5.1499
C -0.9580 -0.5105 4.0429
H 3.0216 2.9655 4.0106
H 0.9352 1.8276 3.3226
H 3.1463 -0.3266 0.3316
H 5.2173 0.8129 1.0525
H 2.6939 -2.1647 1.6110
H 3.1086 -4.5838 1.9308
H -1.0924 -5.3295 1.9725
H -1.5418 -2.9122 1.6010
H -2.1307 1.7758 1.8255
H -3.4764 2.4166 3.8144
H -1.6294 -0.6848 6.0910
H -0.2602 -1.3361 4.1258
```